No. 1
ORCA calculation (wB97M-V/def2-TZVPD) on a 2-piece molecular cluster, ClH2PS overall in a non-equilibrium geometry.

Its spin multiplicity is 1. Its largest force on an atom is 0.038 Eh/bohr. Its HOMO energy (spin up / spin down) is -0.3125 / -0.3121 Ha. The molar mass comes out at 100.5 g/mol. The calculation puts the relative energy (zero: lowest compared OMol25 entry of this formula, charge and spin) at 4.3339 eV. Its charge is 0. The calculation puts the LUMO energy (spin up / spin down) at -3.27 / -3.28 eV.

Last column: natural (NBO) charge in e.
Positions of all 5 atoms, in Å:
P (1.55149, 0.35909, 0.65619)  0.31
S (-1.76413, -0.68906, -0.00729)  -0.09
Cl (-2.46364, 1.08010, -0.51731)  -0.14
H (1.33192, -0.98146, 0.54664)  -0.04
H (1.34437, 0.23133, -0.67823)  -0.04

Cartesian forces, eV/Å:
-1.716 0.194 0.685
1.866 0.070 0.609
-0.434 0.644 -0.253
0.253 -1.545 0.655
0.031 0.636 -1.697

***

No. 2
ORCA calculation (wB97M-V/def2-TZVPD) on C37H41Br2N5OPdSeTe as an isolated structure.

Its spin multiplicity is 2. Its largest force on an atom is 0.014 Eh/bohr. Its HOMO energy (spin up / spin down) is -0.3804 / -0.4048 Ha. The molar mass comes out at 1044.6 g/mol. The calculation puts the relative energy (zero: lowest compared OMol25 entry of this formula, charge and spin) at 0.5725 eV. Its charge is +1. The calculation puts the LUMO energy (spin up / spin down) at -3.33 / -4.28 eV.

Last column: Löwdin spin population.
Positions of all 89 atoms, in Å:
Pd (0.40490, 0.54108, -0.00925)  0.42
Br (1.97591, 1.05908, -2.01435)  0.31
C (2.19886, 0.42048, 0.94101)  0.06
Br (2.26085, 0.82943, 2.81479)  0.02
H (2.82448, 1.10414, 0.38693)  0.00
H (2.50164, -0.61150, 0.81615)  0.01
N (2.93810, 6.50892, 0.06941)  0.00
C (2.22582, 5.71353, 0.49011)  0.00
C (1.33353, 4.72977, 1.01907)  0.00
C (0.52269, 5.00806, 2.11689)  0.00
C (-0.32056, 4.01037, 2.56837)  0.00
C (-0.31808, 2.78699, 1.92331)  0.00
N (0.45762, 2.52305, 0.86460)  0.00
C (1.27283, 3.47878, 0.42116)  0.00
H (0.55924, 5.97819, 2.59240)  0.00
H (-0.97119, 4.16054, 3.41695)  0.00
H (-0.96584, 1.99522, 2.27401)  0.00
H (1.88616, 3.23196, -0.43806)  0.00
C (-4.88145, 6.82806, -3.20285)  0.00
C (-4.49132, 5.46274, -2.72044)  0.00
C (-5.36447, 4.38562, -2.81968)  0.00
C (-5.02406, 3.11319, -2.37585)  0.00
C (-6.03161, 2.00681, -2.53781)  0.00
C (-3.75066, 2.92574, -1.81936)  0.00
Te (-3.52174, 0.93685, -1.07448)  0.01
N (-1.91610, 0.36331, 0.00801)  0.02
C (-2.46454, 0.32673, 1.25459)  0.00
O (-3.38482, 1.08690, 1.58831)  0.00
C (-2.10382, -0.77950, 2.19398)  0.00
C (-0.81905, -1.07149, 2.62268)  0.01
C (-0.58963, -2.13849, 3.47852)  0.00
C (-1.64355, -2.93896, 3.88874)  0.00
C (-2.93269, -2.65389, 3.45780)  0.00
C (-3.16580, -1.57224, 2.62567)  0.00
C (-3.04239, -0.03005, -2.89614)  0.00
C (-3.81199, -1.16514, -3.17907)  0.00
C (-4.82291, -1.76331, -2.23484)  0.00
C (-3.62677, -1.80163, -4.40414)  0.00
C (-2.70177, -1.35201, -5.33308)  0.00
C (-2.52535, -2.03647, -6.65460)  0.00
C (-1.92939, -0.24234, -5.00530)  0.00
C (-2.08042, 0.43068, -3.80244)  0.00
C (-1.22972, 1.63209, -3.53138)  0.00
C (-2.85360, 3.98199, -1.70830)  0.00
C (-1.49484, 3.82331, -1.11093)  0.00
C (-3.24091, 5.23662, -2.16432)  0.00
H (-5.90924, 6.84394, -3.55934)  0.00
H (-4.23446, 7.14888, -4.02014)  0.00
H (-4.78614, 7.56313, -2.40341)  0.00
H (-6.34446, 4.53508, -3.25688)  0.00
H (-6.86850, 2.35676, -3.13912)  0.00
H (-6.43507, 1.67169, -1.57891)  0.00
H (-5.61383, 1.13933, -3.05506)  0.00
H (0.01319, -0.44704, 2.32573)  0.01
H (0.41572, -2.33684, 3.82779)  0.00
H (-1.46736, -3.77239, 4.55537)  0.00
H (-3.76173, -3.26921, 3.78056)  0.00
H (-4.17333, -1.33089, 2.31361)  0.00
H (-4.53882, -1.68461, -1.18520)  0.00
H (-4.94047, -2.82336, -2.45256)  0.00
H (-5.80511, -1.29684, -2.34738)  0.00
H (-4.22111, -2.67941, -4.62744)  0.00
H (-3.17047, -2.90858, -6.74201)  0.00
H (-1.49376, -2.36305, -6.79370)  0.00
H (-2.76156, -1.35727, -7.47454)  0.00
H (-1.19473, 0.12142, -5.71546)  0.00
H (-0.39362, 1.68234, -4.22750)  0.00
H (-0.80476, 1.61123, -2.52593)  0.00
H (-1.81078, 2.54900, -3.64136)  0.00
H (-1.36744, 2.83333, -0.68343)  0.00
H (-1.33408, 4.56273, -0.32458)  0.00
H (-0.71518, 3.96464, -1.86362)  0.00
H (-2.53833, 6.05801, -2.07419)  0.00
C (2.66556, -3.43496, 0.33642)  0.00
N (2.60111, -3.07315, -1.07480)  0.01
C (3.54035, -3.40951, -2.01517)  0.00
C (3.09181, -2.94133, -3.20434)  0.00
N (1.89423, -2.32153, -2.97272)  0.00
C (1.09107, -1.66936, -3.99476)  0.00
C (1.61060, -2.37440, -1.65933)  0.01
Se (0.04072, -1.72112, -0.82115)  0.10
H (3.70372, -3.61604, 0.60019)  0.00
H (2.07286, -4.33070, 0.51595)  0.00
H (2.25770, -2.62816, 0.94158)  0.00
H (4.42731, -3.96083, -1.76301)  0.00
H (3.51884, -3.00266, -4.18830)  0.00
H (1.75866, -1.18216, -4.70103)  0.00
H (0.46315, -0.92555, -3.51606)  0.00
H (0.46870, -2.40685, -4.50121)  0.00

Forces on atoms 1 to 6 (eV/Å):
-0.242 0.404 0.523
-0.023 0.129 -0.265
0.118 -0.466 -0.492
-0.027 -0.052 -0.035
0.273 0.010 0.299
0.213 0.102 0.019

***

No. 3
ORCA calculation (wB97M-V/def2-TZVPD) on a 2-piece molecular cluster, C15H17FN3 overall in a non-equilibrium geometry.

Its spin multiplicity is 1. Its largest force on an atom is 0.067 Eh/bohr. Its HOMO energy is -0.3970 Ha. The molar mass comes out at 258.3 g/mol. The calculation puts the relative energy (zero: lowest compared OMol25 entry of this formula, charge and spin) at 0.0892 eV. Its charge is +1. The calculation puts the LUMO energy at -5.23 eV.

Last column: natural (NBO) charge in e.
Positions of all 36 atoms, in Å:
C (0.93794, 0.28960, 7.62243)  0.28
C (1.94690, -0.65630, 7.13976)  0.16
N (2.81963, -1.37187, 6.81374)  -0.13
N (-0.39992, -0.36877, 7.77104)  -0.29
C (-1.35812, 0.41036, 8.34800)  0.11
C (-2.68785, 0.14974, 8.12742)  -0.22
C (-3.04906, -0.99561, 7.41000)  -0.06
C (-2.06072, -1.80884, 6.87196)  -0.22
C (-0.71913, -1.48956, 7.06148)  0.11
H (1.19370, 0.82791, 8.54982)  0.25
H (-0.94148, 1.30634, 8.83282)  0.25
H (-3.39980, 0.88711, 8.49846)  0.27
H (-4.09294, -1.22314, 7.27149)  0.26
H (-2.26981, -2.67854, 6.25881)  0.27
H (0.10421, -2.04674, 6.61211)  0.27
C (1.41762, 0.03229, 3.21490)  -0.64
C (2.11302, 1.36674, 3.12822)  0.24
N (2.67110, 1.87194, 4.23769)  -0.47
F (0.69946, 1.31699, 6.68120)  -0.30
C (2.70779, 3.21530, 4.30416)  0.24
C (2.65778, 3.89090, 5.63919)  -0.64
C (2.76521, 4.00430, 3.12759)  -0.28
C (2.58417, 3.40838, 1.86927)  0.05
C (2.94601, 4.10091, 0.58374)  -0.64
C (2.13719, 2.07261, 1.89823)  -0.29
H (1.33529, -0.34529, 2.19310)  0.22
H (1.97908, -0.67011, 3.85125)  0.22
H (0.38379, 0.15024, 3.58896)  0.21
H (3.00625, 4.91382, 5.48878)  0.22
H (1.62208, 3.97126, 6.00904)  0.22
H (3.29450, 3.37077, 6.36806)  0.22
H (3.01874, 5.06146, 3.24666)  0.22
H (2.79380, 3.44366, -0.27309)  0.22
H (2.40112, 5.02758, 0.38662)  0.23
H (4.00698, 4.36701, 0.57426)  0.23
H (1.86832, 1.51401, 0.99406)  0.22

Forces on atoms 1 to 6 (eV/Å):
-0.951 1.268 -0.866
2.690 -1.546 -0.675
-2.658 1.955 0.903
-0.109 -0.291 -0.278
0.806 0.371 -0.663
0.108 0.165 0.407

***

No. 4
ORCA calculation (wB97M-V/def2-TZVPD) on a 16-piece molecular cluster, C4H39NO16 overall in a non-equilibrium geometry.

Its spin multiplicity is 1. Its largest force on an atom is 0.035 Eh/bohr. Its HOMO energy is -0.3608 Ha. The molar mass comes out at 357.3 g/mol. The calculation puts the relative energy (zero: lowest compared OMol25 entry of this formula, charge and spin) at 2.8635 eV. Its charge is 0. The calculation puts the LUMO energy at 0.18 eV.

Last column: natural (NBO) charge in e.
Positions of all 60 atoms, in Å:
O (-0.69122, 0.51596, -1.35787)  -0.62
C (0.20994, 0.26951, -0.57254)  0.51
C (1.05318, -0.94554, -0.70041)  -0.52
C (2.27685, -1.06637, 0.22875)  -0.41
C (2.01765, -1.84016, 1.52159)  -0.22
N (3.26157, -2.00166, 2.31133)  -0.88
H (0.18954, 0.79829, 0.37981)  0.09
H (0.36644, -1.72808, -0.36511)  0.28
H (1.34949, -0.98979, -1.76259)  0.24
H (2.66722, -0.12772, 0.59640)  0.21
H (2.98926, -1.66561, -0.35337)  0.21
H (1.27095, -1.37462, 2.16337)  0.19
H (1.57345, -2.81189, 1.30378)  0.19
H (3.55948, -2.95132, 2.14181)  0.37
H (4.01910, -1.34858, 2.19574)  0.37
H (-0.64676, 1.97730, 1.53521)  0.48
H (-1.52092, 2.93499, 2.43103)  0.50
O (-1.11957, 2.80950, 1.56837)  -0.97
H (4.04953, 2.30499, -1.15536)  0.47
H (2.99233, 2.10177, -0.15472)  0.51
O (3.35578, 1.66556, -0.94866)  -0.98
H (-4.21480, 0.17337, -1.28687)  0.50
H (-4.32106, 1.48177, -0.44921)  0.52
O (-4.65174, 0.57068, -0.52480)  -1.00
H (-3.22637, 3.97228, -0.36100)  0.48
H (-2.41240, 2.84862, 0.20805)  0.50
O (-3.25818, 3.01890, -0.23577)  -0.98
H (-2.63032, -1.95667, 1.25228)  0.51
H (-1.53637, -2.49605, 0.17003)  0.49
O (-1.74405, -2.33334, 1.08856)  -1.01
H (-4.48260, -0.70769, 0.60581)  0.52
H (-4.86757, -2.24053, 0.51252)  0.48
O (-4.43621, -1.58753, 1.06625)  -1.00
H (-1.38598, -0.72927, 4.01572)  0.48
H (-1.75491, -0.86632, 2.43012)  0.51
O (-1.36070, -0.34716, 3.14071)  -1.00
H (-0.02075, -2.12337, -4.72391)  0.49
H (0.59230, -0.69592, -4.35782)  0.50
O (0.73191, -1.67886, -4.32869)  -1.01
H (2.25688, 1.29732, 3.76403)  0.51
H (0.86498, 1.12835, 3.17860)  0.49
O (1.51192, 1.80431, 3.41712)  -0.96
H (2.28518, 0.09406, -3.88768)  0.47
H (2.78911, 1.24232, -2.96859)  0.50
O (2.26002, 1.04654, -3.75357)  -0.97
H (0.03671, -3.90951, -1.82823)  0.48
H (0.25660, -2.56130, -2.78409)  0.51
O (-0.21715, -3.02364, -2.07670)  -1.01
H (2.21100, -1.39441, 4.20792)  0.50
H (1.08946, -0.64306, 5.01202)  0.47
O (1.96066, -0.55710, 4.61766)  -0.98
H (-0.10569, 1.24908, -4.49756)  0.50
H (-0.51742, 0.47081, -3.18986)  0.51
O (-0.62168, 0.50467, -4.16796)  -0.98
H (-2.33904, 1.30754, -2.05203)  0.50
H (-2.86477, 0.69579, -3.45128)  0.49
O (-3.07466, 1.18850, -2.66054)  -0.99
H (1.50145, 2.75251, 2.01988)  0.50
H (0.80898, 3.39249, 0.77549)  0.48
O (1.66400, 3.08532, 1.09682)  -1.02

Forces on atoms 1 to 6 (eV/Å):
0.895 0.411 0.024
-1.570 -0.865 0.119
0.943 1.064 0.535
-0.559 -0.694 0.160
0.274 0.405 0.059
-1.171 -1.305 0.339